Computed, not measured: an isolated molecule of C2H4N2OS in a non-equilibrium geometry, with ωB97M-V/def2-TZVPD.

```
! RIJCOSX wB97M-V def2-TZVPD def2/J DEFGRID3
* xyz 0 1
C -1.1144 -0.1753 0.6918
N -0.8916 1.1342 0.7033
O -0.1075 1.4597 -0.5268
C 1.1090 0.5415 -0.6298
S 0.4491 -0.8815 -1.3005
N -0.6783 -1.2221 -0.1184
H -1.4520 -0.4432 1.6548
H 1.7869 1.0593 -1.2032
H 1.3639 0.6314 0.5647
H -0.4652 -2.1041 0.1640
*
```

Values from the calculation:
ΔE to the lowest compared entry with this formula, charge and spin   114.0 kcal per mole
HOMO level   -8.7 eV
E_LUMO   0.568 eV



Computed, not measured: a cluster of 3 separate species, C30H51F13N2O6S2 in total, with ωB97M-V/def2-TZVPD.

```
! RIJCOSX wB97M-V def2-TZVPD def2/J DEFGRID3
* xyz 0 1
C 2.6986 0.8610 5.5106
C 1.6819 0.1499 4.6191
C 2.2527 -0.1641 3.2233
C 1.5846 0.5786 2.0554
C 2.5893 0.7117 0.8989
C 0.1590 0.2208 1.5583
O -0.3335 1.3530 0.8876
C -0.9506 2.3808 1.6811
C -0.9888 3.6763 0.8683
C -2.4040 4.2676 0.7260
C 0.0288 4.7150 1.3754
C 1.4763 4.2028 1.2326
C -0.2495 5.2016 2.7953
C -0.8528 -0.2769 2.5992
N -0.5005 -1.5772 3.1195
C -0.9674 -1.8531 4.4848
C -2.3669 -2.4355 4.5490
O -2.1478 -0.2224 2.0988
C -2.4476 -0.7258 0.7972
C -3.3427 -2.0256 0.7791
O -3.4104 -2.4778 -0.3933
O -3.8861 -2.3603 1.8400
C -1.2632 -0.9632 -0.1611
N 0.1485 -0.7603 0.3826
C 0.8944 -2.0510 0.5480
C 1.8303 -2.3919 -0.6126
C 1.1668 -3.0901 -1.7768
F 0.5581 -4.2008 -1.3395
F 0.2116 -2.3218 -2.3483
C 2.1392 -3.5482 -2.8877
F 1.4433 -4.1754 -3.8392
F 2.9795 -4.4330 -2.3447
C 3.0057 -2.4096 -3.5362
F 2.3990 -1.2078 -3.4166
F 4.1475 -2.3369 -2.8507
C 3.3760 -2.6350 -5.0324
F 4.4491 -1.8697 -5.2843
F 3.7410 -3.9091 -5.1710
C 2.2708 -2.2710 -6.0950
F 2.2705 -3.2169 -7.0324
F 1.0609 -2.2278 -5.5212
C 2.4898 -0.9177 -6.8341
F 3.5202 -1.0115 -7.6748
F 1.3905 -0.6279 -7.5206
F 2.7185 0.0747 -5.9605
H 3.5172 0.1869 5.7681
H 3.1142 1.7408 5.0183
H 2.2392 1.1680 6.4497
H 0.8008 0.7855 4.5246
H 1.3843 -0.7741 5.1137
H 2.3191 -1.2425 3.0665
H 3.2912 0.1797 3.2098
H 1.4490 1.5976 2.4271
H 2.1342 1.0465 -0.0349
H 3.3359 1.4580 1.1634
H 3.1248 -0.2225 0.7202
H -0.3702 2.5124 2.6000
H -1.9483 2.0446 1.9596
H -0.6479 3.3876 -0.1295
H -2.6852 4.3561 -0.3224
H -2.4716 5.2629 1.1629
H -3.1626 3.6518 1.2085
H -0.0855 5.5809 0.7169
H 1.9348 4.0180 2.2070
H 2.0677 4.9099 0.6645
H 1.4876 3.2698 0.6686
H -0.2392 4.3889 3.5239
H -1.2074 5.7178 2.8672
H 0.5141 5.9224 3.0908
H -0.8721 0.4619 3.4123
H 0.4825 -1.7653 3.0540
H -0.2613 -2.5610 4.9255
H -0.9172 -0.9424 5.0995
H -2.6289 -2.6322 5.5907
H -3.0986 -1.7650 4.1092
H -2.4279 -3.3553 3.9728
H -3.0589 0.0481 0.3310
H -1.3407 -0.3018 -1.0188
H -1.3460 -1.9737 -0.5403
H 0.6216 -0.2385 -0.3528
H 1.4887 -2.0022 1.4499
H 0.1545 -2.8343 0.6863
H 2.5757 -3.0910 -0.2292
H 2.3790 -1.5180 -0.9581
C 1.8421 3.0751 -3.0980
S 2.9369 4.4787 -2.8514
O 2.6166 5.0147 -1.5014
C 2.1317 5.5590 -4.0364
H 2.1586 2.2956 -2.4065
H 0.8170 3.3760 -2.8799
H 1.9333 2.7167 -4.1216
H 1.0843 5.6777 -3.7598
H 2.2258 5.1350 -5.0361
H 2.6394 6.5200 -3.9947
C -6.9122 -5.4772 -1.0845
S -6.7647 -3.7800 -0.5011
O -8.1595 -3.2637 -0.3975
C -6.0861 -3.1241 -2.0250
H -7.3437 -6.0610 -0.2742
H -7.5672 -5.5071 -1.9557
H -5.9207 -5.8592 -1.3281
H -6.7812 -3.3203 -2.8424
H -5.1111 -3.5760 -2.2001
H -5.9564 -2.0547 -1.8789
*
```

Values from the calculation:
ΔE to the lowest compared entry with this formula, charge and spin   0.0 kcal per mole
HOMO level   -7.5 eV
E_LUMO   -0.160 eV



Computed, not measured: a structure of composition C21H66B2N5O8V2 in a non-equilibrium geometry, with ωB97M-V/def2-TZVPD.

```
! RIJCOSX wB97M-V def2-TZVPD def2/J DEFGRID3
* xyz 1 3
O 1.6550 -3.3111 -0.2156
V 0.8254 -3.6783 -1.5218
O -4.0883 -3.4454 -0.3823
V -3.0267 -3.6775 -1.5219
B -4.0128 -1.8712 -2.6395
H -3.5778 -2.6937 -3.1861
H -4.9635 -2.2404 -2.2875
H -3.3940 -1.5927 -1.8006
H -4.1769 -1.0007 -3.2556
B -1.1012 -3.9622 -3.1870
H -1.5052 -2.9646 -3.1117
H -1.6014 -4.4737 -3.9948
H -0.0608 -3.8754 -3.4595
H -1.2494 -4.5503 -2.2946
C -1.0082 -1.4070 -0.0314
O -1.0667 -2.6922 -0.5116
H 0.0099 -1.1742 0.2807
H -1.3134 -0.6878 -0.7914
H -1.7286 -1.2452 0.7705
C -2.3716 -0.9001 -6.2455
C -1.1561 -0.1891 -5.6471
C -1.3901 1.3152 -5.7617
O -1.4327 1.6866 -7.1169
C -2.5392 2.3019 -7.5552
N -0.9811 -0.6522 -4.2491
H -3.2415 -0.6767 -5.6278
H -2.3442 -1.9892 -6.2109
H -2.6644 -0.6181 -7.2569
H -0.2344 -0.3422 -6.2086
H -0.5230 1.8355 -5.3548
H -2.2699 1.6732 -5.2270
H -2.3667 2.5744 -8.5964
H -2.5731 3.2294 -6.9837
H -3.4646 1.7580 -7.3656
H -1.7196 -0.3121 -3.6499
H -1.1078 -1.6466 -4.3726
C -0.5552 5.2532 1.8678
C 0.2786 3.9751 1.6075
C 1.0104 3.8047 0.2382
O 0.0904 3.9807 -0.8676
C -0.6464 2.8793 -1.1518
N 1.3306 3.9051 2.6252
H -0.9642 5.3943 2.8682
H -1.3761 5.2967 1.1520
H 0.1514 6.0815 1.8156
H -0.3665 3.1284 1.8419
H 1.5438 2.8612 0.1221
H 1.8420 4.4853 0.0556
H -1.3344 2.8919 -0.3065
H -0.0449 1.9768 -1.0432
H -0.9981 2.7758 -2.1783
H 1.0271 4.3101 3.4993
H 2.0880 4.5006 2.3223
C -1.5837 -1.4577 4.3046
C -2.1989 -2.3233 5.4104
C -1.2891 -2.2535 6.6555
O -1.6628 -3.2777 7.5388
C -0.7885 -3.4205 8.6297
N -3.5168 -1.9334 5.8147
H -1.0459 -2.0283 3.5474
H -0.9856 -0.5938 4.5944
H -2.3154 -0.9688 3.6614
H -2.1742 -3.3090 4.9458
H -1.2913 -1.2766 7.1389
H -0.2782 -2.3553 6.2608
H -1.3964 -3.0929 9.4730
H 0.0638 -2.7551 8.4919
H -0.4629 -4.4570 8.7178
H -3.4781 -0.9455 6.0212
H -3.6668 -2.3788 6.7087
C 3.2051 -0.9735 -1.5421
C 2.0037 -0.4355 -2.2322
C 2.2857 0.4854 -3.4866
O 3.0341 -0.3697 -4.3725
C 2.9873 -0.2026 -5.7677
N 1.2630 -1.5997 -2.7564
H 3.6069 -1.7791 -2.1567
H 3.0016 -1.1339 -0.4833
H 3.9421 -0.1713 -1.5789
H 1.4960 0.2635 -1.5676
H 2.8143 1.3925 -3.1937
H 1.3308 0.8593 -3.8559
H 2.0371 -0.5175 -6.1991
H 3.7902 -0.8130 -6.1812
H 3.1691 0.8340 -6.0514
H 0.4769 -1.2580 -3.2905
H 1.8550 -1.7343 -3.5635
C 1.6972 0.0862 2.7093
C 2.1167 0.3493 4.1246
C 3.6136 0.8502 4.3067
O 3.7729 1.4941 5.5584
C 4.8883 2.4042 5.5795
N 1.2786 1.3812 4.5398
H 2.0578 -0.9102 2.4538
H 2.1417 0.7609 1.9777
H 0.6330 0.2194 2.5149
H 1.8728 -0.4858 4.7813
H 3.6271 1.7385 3.6751
H 4.3115 0.0729 3.9957
H 4.8228 2.9325 6.5306
H 4.5503 3.1700 4.8812
H 5.9158 2.0534 5.4838
H 1.4657 2.1762 3.9457
H 1.6947 1.6826 5.4093
*
```

Values from the calculation:
Expectation value of S²   2.1113
HOMO level (alpha / beta)   -10.5 / -10.5 eV
E_LUMO (alpha / beta)   -6.126 / -5.483 eV



Computed, not measured: a cluster of 6 separate species, C27H61N9O5P2 in total in a non-equilibrium geometry, with ωB97M-V/def2-TZVPD.

```
! RIJCOSX wB97M-V def2-TZVPD def2/J DEFGRID3
* xyz 0 1
C -7.8846 1.5753 -3.9718
N -7.1986 1.5684 -5.2046
C -5.9031 2.3114 -5.4273
P -8.0259 1.2716 -6.6449
O -8.8895 2.3929 -7.1400
N -6.8896 0.7838 -7.8394
C -5.8204 -0.1858 -7.7856
C -6.8783 1.4205 -9.1577
N -8.8298 -0.1483 -6.3558
C -8.1312 -1.4439 -6.3060
C -10.1531 -0.2806 -5.6436
H -8.8615 1.9713 -4.2494
H -7.4177 2.3488 -3.3621
H -8.0722 0.6131 -3.4953
H -5.8795 3.3554 -5.7395
H -5.2871 1.7691 -6.1445
H -5.1961 2.2535 -4.5997
H -5.9635 -1.1307 -8.3099
H -4.8396 0.1830 -8.0860
H -5.7253 -0.4718 -6.7381
H -7.7442 1.1226 -9.7490
H -6.9665 2.4788 -8.9119
H -5.9538 1.3988 -9.7346
H -7.7770 -1.7717 -7.2833
H -7.2271 -1.3414 -5.7058
H -8.6603 -2.2647 -5.8219
H -10.8244 -0.9044 -6.2339
H -10.6466 0.6911 -5.6224
H -10.0444 -0.7984 -4.6907
C 2.8451 -5.1720 3.6907
N 4.3327 -5.2820 4.0084
C 4.9684 -6.4502 3.4591
P 5.2560 -3.8626 4.4371
O 5.0843 -2.7116 3.5146
N 4.7754 -3.4287 6.0137
C 3.6152 -3.9645 6.6591
C 5.5666 -2.3229 6.6643
N 6.8901 -4.4088 4.7209
C 8.0366 -3.8937 3.8886
C 7.1651 -5.4856 5.6978
H 2.5228 -4.1396 3.8266
H 2.2366 -5.9604 4.1337
H 2.7345 -5.4545 2.6438
H 4.3981 -7.2934 3.0694
H 5.3933 -6.8435 4.3826
H 5.8048 -6.1964 2.8079
H 3.3253 -4.9683 6.3486
H 3.7897 -4.0146 7.7338
H 2.8410 -3.2302 6.4363
H 6.4651 -2.2244 6.0552
H 5.0111 -1.3861 6.6214
H 5.8879 -2.4897 7.6924
H 7.7785 -2.9611 3.3869
H 8.8064 -3.5965 4.6006
H 8.4622 -4.5711 3.1483
H 6.1643 -5.6150 6.1098
H 7.7588 -5.1562 6.5505
H 7.5836 -6.4021 5.2819
O -1.4649 3.8134 1.7718
C -1.1167 2.8048 1.1175
O -0.4596 1.7101 1.6297
C -0.4629 0.6265 0.6863
C -0.6752 1.3956 -0.6588
O -1.2019 2.6766 -0.2102
H 0.5625 0.2821 0.8211
H -1.2822 0.0167 1.0671
H -1.5210 1.0006 -1.2216
H 0.2336 1.4322 -1.2594
C 2.7314 -5.0196 -5.5541
C 2.7921 -4.0757 -4.2953
C 2.9621 -2.6574 -4.5801
C 1.7464 -1.9915 -5.1318
N 0.7879 -1.5523 -5.5753
H 3.7529 -5.0175 -5.9343
H 1.9416 -4.7192 -6.2427
H 2.4487 -6.0407 -5.2980
H 3.5451 -4.3679 -3.5633
H 1.9029 -4.2049 -3.6782
H 3.6803 -2.5853 -5.3969
H 3.2677 -2.1125 -3.6869
C 5.1264 4.1493 1.5936
C 4.9942 4.6754 0.1951
C 5.3939 3.6278 -0.8800
C 6.8546 3.5339 -1.3151
N 7.9772 3.3914 -1.6723
H 4.5379 3.2480 1.7651
H 4.7454 4.8021 2.3789
H 6.1806 3.9983 1.8258
H 5.6459 5.5472 0.1369
H 3.9916 5.0972 0.1244
H 4.9473 4.0754 -1.7679
H 4.9507 2.6323 -0.8526
C -3.3993 8.3684 8.3040
C -2.3568 7.8744 7.2210
C -1.5481 6.6831 7.6345
C -1.0312 6.7236 9.0991
N -0.6366 6.7783 10.2030
H -3.0039 8.2772 9.3156
H -4.3771 7.8910 8.2391
H -3.7000 9.4160 8.2858
H -1.4691 8.4673 7.0004
H -2.8227 7.7160 6.2484
H -0.7929 6.5294 6.8636
H -2.1876 5.8005 7.6174
*
```

Values from the calculation:
HOMO level   -8.5 eV
E_LUMO   -0.140 eV



Computed, not measured: a structure of composition C27H27BBr2F4N5NaO3S, with ωB97M-V/def2-TZVPD.

```
! RIJCOSX wB97M-V def2-TZVPD def2/J DEFGRID3
* xyz -2 1
Na -0.4377 -1.1118 0.0458
C -3.1539 0.7342 -0.0312
C -2.6062 1.5284 -1.1777
C -3.4068 2.5079 -1.8208
C -2.8809 3.1987 -2.8653
C -1.5586 2.9365 -3.2931
C -0.9740 3.6496 -4.3686
C 0.3121 3.3557 -4.7269
C 1.0444 2.3691 -4.0478
C 0.5300 1.6353 -2.9868
S 1.4834 0.4553 -2.1557
C -0.8315 1.9406 -2.5992
N -1.3821 1.2651 -1.5523
H -3.9619 1.2588 0.4821
H -2.3499 0.5439 0.6772
H -3.5352 -0.2278 -0.3839
H -4.4158 2.6884 -1.4708
H -3.4597 3.9564 -3.3852
H -1.5537 4.4082 -4.8834
H 0.7827 3.8889 -5.5474
H 2.0639 2.1586 -4.3484
C 1.2295 3.6408 -0.2485
C 0.5088 3.4311 1.0508
C 0.1280 4.5317 1.8577
C -0.5184 4.3158 3.0376
C -0.8329 2.9955 3.4370
C -1.4972 2.6413 4.6366
Br -2.0379 3.9893 5.8802
C -1.7654 1.3323 4.9246
C -1.4088 0.3155 4.0359
Br -1.8393 -1.4757 4.4828
C -0.7664 0.5485 2.8046
O -0.4822 -0.3290 1.9511
C -0.4474 1.9619 2.5561
N 0.2315 2.2026 1.4095
H 2.0537 4.3494 -0.1311
H 0.5464 4.0475 -1.0006
H 1.6064 2.6906 -0.6280
H 0.3657 5.5378 1.5322
H -0.8032 5.1436 3.6744
H -2.2682 1.0715 5.8464
C -0.4466 -5.3877 -1.1618
N 0.6176 -4.4007 -1.0346
C 1.3423 -4.0518 -2.1238
C 2.2763 -3.0841 -2.0787
C 2.4057 -2.3897 -0.8322
N 1.6210 -2.6337 0.2023
C 0.7043 -3.6494 0.1541
O -0.0513 -3.9040 1.0803
N 3.3764 -1.4626 -0.6784
H -0.0655 -6.2528 -1.7073
H -1.3027 -4.9563 -1.6835
H -0.7486 -5.6835 -0.1628
H 1.1109 -4.5956 -3.0308
H 2.8316 -2.7842 -2.9528
H 3.6402 -0.9836 -1.5295
H 3.2145 -0.8250 0.1056
C 3.8265 -0.9014 3.0889
C 2.4605 -0.3738 2.7101
O 2.6027 0.3806 1.5083
H 3.7661 -1.4844 4.0109
H 4.5348 -0.0829 3.2381
H 4.2128 -1.5503 2.3003
H 2.0614 0.2671 3.5064
H 1.7581 -1.1944 2.5568
H 1.7236 0.7238 1.2576
F -2.5627 -3.8091 -2.7649
B -2.6727 -2.6257 -2.0006
F -3.2433 -1.6080 -2.7611
F -3.4322 -2.8707 -0.8473
F -1.3499 -2.2465 -1.5957
*
```

Values from the calculation:
ΔE to the lowest compared entry with this formula, charge and spin   4.7 kcal per mole
HOMO level   -1.5 eV
E_LUMO   3.791 eV



- Which formula does entry 3 have?
  C21H66B2N5O8V2